ORCA calculation (wB97M-V/def2-TZVPD) on 7 unconnected molecules or ions with the total composition C14H42O7 in a non-equilibrium geometry.

Values from the calculation:
energy: -1084.782187 hartree
total charge: +1
LUMO level (spin up / spin down): -2.61 / -9.47 eV
energy relative to the best compared isomer or geometry (same formula, charge and spin): 50.60 kcal/mol
multiplicity: 2
⟨S²⟩: 0.754

```
63
Properties=species:S:1:pos:R:3:forces:R:3:mulliken_spin:R:1
H 3.57606 1.92329 4.08982 -0.2 0.7 -0.3 0.000
O 1.98619 3.28903 1.94058 0.7 -0.5 0.0 0.000
H -1.59099 -3.16712 -3.12485 0.6 -0.3 -0.3 0.000
H -2.89228 -0.15533 -0.41059 0.7 -0.2 -1.0 0.087
H 0.70138 -4.46292 -4.79574 -0.1 0.0 0.1 0.000
H -0.19639 1.60474 -2.66518 -0.1 0.5 -0.1 0.001
H 2.34128 4.13942 1.67159 -0.3 0.2 0.0 0.000
O -0.15511 1.61990 0.56465 0.6 -0.5 0.3 0.010
H -0.42191 -1.41215 3.41282 0.3 -0.6 0.2 0.004
H -0.40091 -2.37562 -5.60947 0.0 -0.3 -0.1 0.000
H -1.16057 4.41310 1.83964 0.1 -0.3 0.2 0.000
H -1.41817 4.31425 3.63794 0.1 -0.2 -0.1 0.000
H -1.48164 1.24523 -1.56755 0.2 0.2 0.6 0.000
H -4.12109 -1.76121 1.84192 -0.6 -0.3 -0.2 0.002
C 1.33472 -3.60352 -5.01581 -1.5 1.3 -1.0 0.000
C -1.37028 4.95832 2.75988 -0.4 0.1 0.5 0.000
C -4.19372 -1.47078 0.79385 0.9 0.8 -1.1 0.008
C -0.39059 6.09894 2.93142 0.3 0.4 -0.6 0.000
H 0.98200 -1.41200 -5.29628 0.4 -0.1 0.2 0.000
H 0.05213 -2.13115 -3.94823 0.3 0.1 0.1 0.000
H 1.38288 -1.24714 3.69011 -0.2 -0.2 0.0 0.001
O 1.38756 -2.70419 1.39646 0.6 0.0 1.2 0.017
O -2.53596 0.16354 1.46704 -1.3 -0.7 -0.2 0.747
H 1.43195 -0.60084 1.17839 0.3 -0.1 -0.3 0.003
H 1.63672 -4.58637 -6.70009 0.1 0.0 0.0 0.000
H -2.08571 -1.55090 0.60330 1.0 0.0 -1.0 0.057
O -0.91890 7.22988 3.65132 0.5 -1.1 -0.4 0.000
C 0.81912 -1.41161 1.57233 0.2 -0.7 0.0 0.012
C -1.45066 -3.97351 -2.40501 -0.5 0.3 0.9 0.000
O 1.77090 -3.68362 -6.40236 0.2 -0.1 1.2 0.000
H -0.04694 -1.52478 0.92024 -0.9 1.0 0.1 0.001
C 3.13657 2.38274 1.93869 -0.1 1.5 -0.1 0.000
H -0.22914 -4.33153 -0.54384 -1.1 0.2 0.4 0.000
H -1.43358 -4.96454 -2.85851 0.3 0.2 -0.3 0.000
C 0.60649 1.68500 -0.65245 -3.1 -0.3 -1.8 0.002
C 0.53096 -1.03123 3.04536 -0.5 0.1 -1.4 -0.004
O 0.96600 -4.11369 -2.06264 0.5 0.2 -0.5 0.000
H 0.73783 2.72301 -0.95804 0.4 0.1 0.5 0.001
C 3.19914 1.53427 3.14393 0.1 -2.3 0.5 0.000
H 0.56801 5.79096 3.34894 -0.3 0.0 0.7 0.000
H -1.62449 0.39039 1.26866 2.2 1.3 -0.1 0.000
H -0.09683 6.37688 1.91922 -0.1 0.6 -0.2 0.000
H -0.18903 0.10485 -2.04037 -0.2 -0.5 0.7 0.000
H -2.41200 -3.96284 -1.89138 0.0 0.0 0.6 0.000
H -5.03972 -0.84238 0.51546 0.0 0.2 0.6 0.008
H 2.09264 -3.57234 -4.23308 0.5 0.0 -0.6 0.000
H 2.32273 0.92870 3.37474 -0.3 0.4 -0.1 0.000
H 1.48372 -2.93352 0.46922 0.1 0.2 -0.2 0.000
H 1.53250 1.11845 -0.75052 0.0 0.0 0.8 0.001
H -2.36924 5.37783 2.64065 -0.1 0.0 -0.1 0.000
H 0.95664 -5.07362 -2.06996 0.3 -0.1 -0.2 0.000
H 3.92414 0.76299 2.88391 0.3 -0.2 0.0 0.000
H 0.27808 2.20879 1.18686 0.3 0.4 0.6 0.000
C -0.25130 -3.73826 -1.45798 -0.2 -0.5 -0.4 0.002
H 3.14310 1.88480 0.96910 -0.2 -0.6 0.2 0.000
H -4.25063 -2.28858 0.07547 0.0 -0.5 0.4 0.005
C -2.85845 -0.79335 0.47252 -2.3 -0.1 2.3 0.039
C 0.45971 -2.30177 -4.94465 0.1 -0.7 -0.1 0.000
C -0.40843 1.12073 -1.71183 1.5 -0.1 -1.3 -0.001
H 4.08385 2.92118 1.96796 -0.1 0.6 -0.3 0.000
H -1.66939 7.50801 3.12121 -0.2 0.3 0.1 0.000
H 0.38158 0.04795 3.01152 0.2 0.2 0.2 0.002
H -0.14257 -2.68474 -1.20036 -0.2 0.2 0.0 -0.002
```
Forces are in eV/Å.

---

ORCA calculation (wB97M-V/def2-TZVPD) on a gas-phase ion, C7H18ClN2 (charge +1) in a non-equilibrium geometry.

Values from the calculation:
energy: -846.926797 hartree
total charge: +1
LUMO level: -3.07 eV
energy relative to the best compared isomer or geometry (same formula, charge and spin): 8.00 kcal/mol
structure (SMILES): CCCC[NH2+][C@@H](Cl)N(C)C

```
28
Properties=species:S:1:pos:R:3:forces:R:3:lowdin_charge:R:1
N -0.78631 -0.40901 -2.86679 0.4 -0.1 0.7 -0.288
C -0.96768 -1.82045 -3.24723 0.1 0.1 -0.4 -0.080
H 2.33405 -0.37428 4.32892 0.0 -0.2 -0.3 0.077
H 1.55714 -0.59183 1.61344 -0.1 0.0 -0.1 0.118
C 0.14809 -0.02126 -1.83881 0.4 1.2 -3.3 -0.650
H -0.33367 1.59887 0.54939 0.0 -0.2 -0.4 0.135
H 2.76898 1.29550 4.03158 0.0 0.1 -0.2 0.077
Cl 1.77977 -0.75954 -2.21447 -1.1 0.5 0.8 0.687
H -1.29673 -0.65696 -0.57286 1.4 0.5 0.4 0.201
H 1.54415 0.89098 5.19260 -0.2 0.1 -0.1 0.081
H -0.43266 -2.47320 -2.54987 -0.2 -0.1 -0.2 0.070
N -0.28508 -0.34903 -0.45969 -1.1 -0.8 1.2 0.055
C 1.92871 0.62837 4.20693 0.5 -0.1 0.1 -0.100
C -0.15374 0.55477 0.80596 -0.2 -0.2 0.4 -0.085
H -2.04428 -2.03395 -3.24356 0.3 -0.2 0.2 0.082
H -2.01099 1.10133 -3.79727 0.1 -0.2 0.5 0.103
H -1.93804 1.04007 -1.98181 -0.8 0.0 -0.7 0.085
C 0.81489 0.73112 3.17325 -0.3 -0.3 0.0 -0.262
H -2.90270 -0.19354 -2.96218 0.5 0.5 0.3 0.096
H 0.40122 1.72430 3.27022 -0.2 0.4 -0.3 0.110
H 1.85275 1.14156 1.31798 -0.1 -0.5 0.1 0.125
H 0.24816 -1.17587 -0.24286 0.1 -0.8 0.4 0.127
H 0.24051 1.08142 -1.90185 0.2 -0.7 0.2 0.134
H -0.62460 -2.03958 -4.28376 0.0 0.3 0.7 0.103
H 0.04256 0.05723 3.52320 -0.4 -0.2 -0.1 0.106
C 1.11633 0.40661 1.69102 0.4 0.7 -0.5 -0.171
H -1.01257 0.21270 1.37310 -0.2 0.1 0.2 0.123
C -1.98827 0.43370 -2.91457 0.2 0.2 0.2 -0.055
```
Forces are in eV/Å.

---

ORCA calculation (wB97M-V/def2-TZVPD) on a molecular structure, C20H23Cl2LuN5O4S in a non-equilibrium geometry.

Values from the calculation:
energy: -3904.755372 hartree
total charge: +1
LUMO level: -2.48 eV
energy relative to the best compared isomer or geometry (same formula, charge and spin): 1.08 kcal/mol

```
56
Properties=species:S:1:pos:R:3:forces:R:3:lowdin_charge:R:1
C -4.39365 0.33924 1.66494 0.0 0.0 0.0 -0.077
N -1.36701 0.06898 -0.19805 -0.9 0.0 0.3 -0.224
Lu 0.58205 0.26691 0.90605 -0.2 0.4 0.4 1.606
C 4.09447 1.66908 0.63930 0.0 0.1 0.1 -0.218
C -1.63303 0.17185 -5.44587 0.1 0.0 -0.1 -0.305
C 0.23038 2.43728 3.70315 0.0 0.1 0.1 -0.887
C 4.14271 0.32422 -0.09731 0.1 0.0 0.0 -0.072
H -1.07054 -0.73003 -7.21301 0.0 0.0 0.0 0.104
H 4.20745 0.45277 -1.17635 0.0 0.0 0.0 0.128
H 0.53053 -0.19010 -2.85625 0.0 0.0 0.1 0.108
C 1.50539 -3.10651 3.11305 0.1 0.0 0.0 -0.081
H 0.24428 -0.85822 -5.19705 0.0 0.0 0.0 0.116
H -0.36034 -2.30449 3.80642 0.0 0.0 0.0 0.100
H -0.70030 2.44720 4.25770 0.0 0.0 0.0 0.035
Cl 0.96189 0.82436 3.82772 0.0 0.1 -0.1 0.621
H 1.95074 -3.14134 4.09869 0.0 0.0 0.0 0.111
H -3.46108 1.30535 -5.37112 0.0 0.0 0.0 0.117
H 4.85003 2.34272 0.23038 0.0 0.0 0.0 0.120
N -1.78584 -0.20779 -6.74287 0.0 0.0 0.0 0.129
C -2.32538 0.15028 0.82629 0.5 -0.1 -0.6 -0.503
C -3.89510 0.33199 2.96264 0.0 0.0 0.0 -0.023
H 2.22478 -3.86425 -0.11356 0.0 0.0 0.0 0.116
H -5.45906 0.42583 1.48625 0.0 0.0 0.0 0.122
C -0.35844 -2.60308 1.67517 0.0 0.0 0.1 -0.146
C -2.59315 0.97475 -4.81500 0.0 0.0 0.0 -0.015
H 0.93872 3.15957 4.09009 0.0 0.0 0.0 0.042
O 1.97846 -0.57786 -0.63387 0.2 0.0 -0.1 -0.086
C 2.22302 -3.56366 2.00946 0.0 0.0 0.1 -0.072
C -2.43841 1.34836 -3.49807 0.0 0.0 0.0 -0.043
N 2.73139 2.23776 0.57249 -0.2 -0.2 -0.2 -0.020
N -3.62035 0.24152 0.58575 -0.1 0.0 0.2 0.170
Cl -0.13187 2.87136 2.01998 -0.1 0.1 0.0 0.643
H 2.49234 2.49597 -0.38281 0.0 0.0 0.0 0.086
H 2.68835 3.10016 1.10380 0.0 -0.1 0.0 0.075
H -2.05469 0.15638 4.07649 0.0 0.0 0.0 0.109
C -1.31540 0.92925 -2.78926 0.0 -0.2 -0.3 -0.315
C 0.36930 -3.03460 0.57641 0.1 0.0 -0.2 -0.103
H -1.39256 -2.31496 1.55454 0.0 0.0 0.0 0.093
H -3.18245 1.96955 -3.01978 0.0 0.0 0.0 0.119
H -4.54679 0.41565 3.81890 0.0 0.0 0.0 0.111
N -1.73842 0.10129 2.03390 0.1 0.3 0.1 -0.001
O 0.30614 1.58627 -0.89300 -0.5 0.3 0.1 -0.473
H 4.32301 1.50519 1.69123 0.0 0.0 0.0 0.118
C 1.66296 -3.52199 0.74541 -0.1 0.1 0.0 -0.081
H 4.99469 -0.26812 0.23696 0.0 0.1 0.0 0.135
O -2.04351 2.44153 -0.82971 0.1 0.0 0.2 -0.275
S -1.15832 1.35702 -1.13338 0.1 0.0 -0.3 0.614
C 0.21797 -2.62760 2.94889 -0.1 0.1 -0.1 -0.113
C 2.85558 -0.34550 0.24427 -0.1 -0.3 0.1 -0.670
C -0.50560 -0.24390 -4.71492 0.0 0.0 0.0 -0.015
H 3.22463 -3.95063 2.14341 0.0 0.0 0.0 0.113
H -2.55133 0.12956 -7.29606 0.0 0.0 0.0 0.105
C -0.34917 0.12959 -3.40181 0.0 0.0 0.0 -0.048
C -2.52905 0.19987 3.10185 -0.1 -0.2 -0.1 -0.123
H -0.08406 -3.00993 -0.40691 0.0 0.0 0.0 0.116
O 2.51362 -0.44410 1.47445 0.9 -0.5 0.1 -0.195
```
Forces are in eV/Å.

---

ORCA calculation (wB97M-V/def2-TZVPD) on a single C2H5N3S3 molecule.

Values from the calculation:
energy: -1437.969514 hartree
total charge: 0
LUMO level: -0.03 eV
energy relative to the best compared isomer or geometry (same formula, charge and spin): 46.51 kcal/mol
structure (SMILES): NNC(=S)S/C=N/S

```
13
Properties=species:S:1:pos:R:3:forces:R:3:lowdin_charge:R:1
S -0.40366 0.85777 -1.45119 -0.2 -0.1 0.0 0.914
H -0.98922 1.16586 1.31583 0.1 -0.2 0.2 0.087
H 0.84020 -1.10171 -0.60473 0.0 1.0 -0.1 0.099
H -0.03314 -0.16381 1.52609 0.2 0.0 0.0 0.063
S -3.01134 -0.52802 -1.79731 0.1 0.1 0.1 0.605
H 4.14485 0.79974 0.23185 0.1 -0.1 0.0 -0.146
S 3.37690 -0.27872 0.03199 -0.2 0.3 -0.1 0.716
N 2.04216 0.64593 -0.51098 -0.4 -0.4 0.0 -0.442
H -2.48898 -0.96932 0.83067 -0.7 -0.5 0.1 0.104
N -1.69745 -0.48072 0.48729 0.5 0.3 -0.6 -0.164
C -1.75879 -0.12182 -0.82492 0.1 -0.1 0.3 -1.183
C 0.96520 0.01136 -0.73603 0.5 -0.8 0.1 -0.680
N -0.98673 0.16347 1.50144 0.0 0.5 0.0 0.027
```
Forces are in eV/Å.

---

ORCA calculation (wB97M-V/def2-TZVPD) on a single C10H13N3OS molecule in a non-equilibrium geometry.

Values from the calculation:
energy: -1026.476974 hartree
total charge: 0
LUMO level: 0.70 eV
energy relative to the best compared isomer or geometry (same formula, charge and spin): 47.41 kcal/mol

```
28
Properties=species:S:1:pos:R:3:forces:R:3:lowdin_charge:R:1
H -2.47199 -2.36328 -0.42354 3.0 1.1 -0.4 0.183
H 5.38938 0.95316 -0.26320 1.1 0.3 -0.6 0.091
N -0.19600 1.34743 -0.70782 1.5 -0.8 0.8 0.199
H 1.48542 0.80929 1.56551 0.1 0.7 0.4 0.121
N 0.48363 -0.85713 0.08496 0.1 1.2 -1.1 -0.179
C 4.43237 0.51929 -0.24704 -2.1 -0.2 1.1 -0.082
H 0.79890 1.55249 -0.45974 -0.8 0.2 -0.8 0.059
H -3.81371 0.03674 -0.95867 -0.8 -1.0 0.0 0.077
C 2.22405 0.53717 0.83954 2.9 -0.9 0.2 -0.010
H 2.23823 -1.70486 -1.60424 0.3 -0.6 -0.7 0.107
N -1.54488 -1.77420 -0.60555 -3.6 -2.5 -0.3 -0.184
C -0.38893 0.12707 -0.39787 -1.2 1.7 0.5 -0.399
O -0.41704 -2.71438 1.49658 0.3 -0.5 -0.3 -0.463
C -2.17459 -0.24932 1.23380 -0.1 1.4 2.3 -0.040
C 1.85748 -0.51627 0.01440 0.0 0.6 1.1 -0.295
H -3.12301 -0.66956 1.64850 0.1 0.1 -1.3 0.088
C 3.61378 0.93790 0.80142 -2.6 -0.4 -1.5 -0.034
C -1.78904 -0.40613 -0.26685 -0.6 0.6 0.4 -0.581
H 4.56060 -0.59079 -2.00526 -0.3 -0.5 -0.1 0.108
C -2.79663 0.27542 -1.15909 0.4 0.9 0.7 -0.031
H -2.58866 0.38686 -2.19590 0.4 -0.7 -0.9 0.080
C 3.91097 -0.37910 -1.16412 1.4 -0.7 0.0 -0.065
S -0.16705 -2.39378 0.08631 -0.1 -1.3 1.2 0.939
H -2.78847 1.29056 -0.84301 0.2 1.2 0.4 0.068
H 3.94436 1.77895 1.33053 0.4 0.8 1.3 0.083
H -2.20301 0.85812 1.66586 0.4 -2.1 -1.3 0.130
C 2.70444 -1.01874 -0.93622 -0.2 0.8 -0.9 -0.017
H -1.46009 -0.85479 1.82173 -0.1 0.8 -0.2 0.048
```
Forces are in eV/Å.